ORCA calculation (wB97M-V/def2-TZVPD) on a 10-piece molecular cluster, C35H65N5O15 overall in a non-equilibrium geometry.

Last column: Mulliken charge in e.
Element x y z (Å)
C: -3.192 3.132 29.152  -0.30
O: -3.514 4.481 29.194  -0.40
C: -3.813 5.164 28.054  0.72
O: -3.700 4.563 26.779  -0.51
O: -4.298 6.286 28.358  -0.32
C: -4.611 7.100 27.234  -0.42
H: -4.057 2.595 28.720  -0.06
H: -3.011 2.676 30.041  0.34
H: -2.366 2.975 28.431  0.26
H: -5.298 6.671 26.483  -0.04
H: -3.686 7.306 26.694  0.41
H: -4.970 8.105 27.381  0.30
C: -13.264 2.956 25.362  -0.67
O: -12.489 3.212 24.208  -0.35
C: -11.998 4.394 23.976  0.77
O: -12.183 5.522 24.798  -0.59
O: -11.505 4.484 22.850  -0.25
C: -11.142 5.675 22.274  -0.31
H: -13.292 1.866 25.375  0.27
H: -14.253 3.391 25.257  0.34
H: -12.790 3.234 26.349  0.28
H: -10.483 6.117 22.979  -0.26
H: -11.993 6.380 22.135  0.28
H: -10.640 5.535 21.390  0.34
C: -11.431 8.602 24.998  -0.40
O: -11.903 9.889 24.678  -0.33
C: -12.431 10.176 23.559  0.80
O: -12.579 9.260 22.518  -0.63
O: -12.815 11.454 23.418  -0.34
C: -13.372 11.795 22.117  -0.60
H: -10.879 8.097 24.177  0.04
H: -12.272 7.949 25.088  0.47
H: -10.852 8.660 25.953  0.23
H: -12.684 11.639 21.292  0.21
H: -13.529 12.825 22.042  0.31
H: -14.363 11.390 21.943  0.30
C: -1.941 5.947 20.204  -0.75
O: -3.104 5.402 20.724  -0.29
C: -3.408 5.705 22.012  0.50
O: -2.634 6.611 22.807  -0.61
O: -4.446 4.985 22.420  -0.09
C: -4.571 4.826 23.750  -0.50
H: -2.073 5.545 19.255  0.31
H: -1.054 5.561 20.747  0.29
H: -1.916 6.992 20.065  0.32
H: -3.604 4.604 24.156  0.76
H: -5.236 3.945 23.844  -0.18
H: -4.938 5.605 24.492  0.15
C: -10.249 9.104 20.383  -0.43
O: -8.830 8.910 20.323  -0.40
C: -8.241 8.304 21.373  0.40
O: -8.929 7.798 22.486  0.01
O: -6.889 8.291 21.367  -0.46
C: -6.230 7.599 22.377  0.29
H: -10.436 10.116 20.634  0.27
H: -10.623 8.424 21.114  0.07
H: -10.652 8.863 19.430  0.30
H: -5.190 7.773 22.302  0.40
H: -6.330 6.578 22.342  -0.24
H: -6.551 7.716 23.427  -0.25
C: -5.427 -0.553 24.390  -1.10
C: -5.478 0.896 24.691  1.24
C: -4.795 1.191 26.019  0.45
C: -5.444 0.851 27.377  -0.10
N: -5.809 0.531 28.437  -0.61
H: -5.618 -0.627 23.276  0.34
H: -6.131 -1.176 24.922  -0.12
H: -4.404 -0.962 24.453  0.45
H: -6.410 1.352 24.631  -0.69
H: -5.081 1.517 23.867  -0.07
H: -4.813 2.267 25.867  -0.28
H: -3.766 0.799 25.794  0.55
C: -5.889 12.897 24.317  -1.16
C: -7.103 12.148 24.948  -0.56
C: -7.068 10.677 24.513  0.08
C: -5.857 9.883 24.784  0.35
N: -4.872 9.328 24.879  -0.54
H: -5.867 12.947 23.229  0.30
H: -4.884 12.497 24.614  0.29
H: -5.763 13.988 24.457  0.37
H: -8.112 12.665 24.787  0.30
H: -6.874 12.004 25.960  0.31
H: -7.146 10.556 23.407  0.07
H: -7.933 10.169 24.795  0.27
C: -10.140 0.446 26.269  -1.28
C: -8.949 -0.370 25.717  1.12
C: -8.332 -1.459 26.678  -0.36
C: -9.240 -2.658 26.818  -0.06
N: -9.883 -3.605 26.910  -0.48
H: -10.707 0.613 25.421  0.33
H: -9.846 1.313 26.827  0.31
H: -10.788 -0.216 26.954  0.36
H: -8.172 0.442 25.553  -0.83
H: -9.341 -0.852 24.700  0.30
H: -8.024 -1.095 27.631  0.36
H: -7.523 -2.077 26.239  0.17
C: -7.278 4.150 26.924  -0.20
C: -8.320 4.159 25.819  0.49
C: -8.218 5.349 24.832  3.20
C: -8.159 6.656 25.509  -0.10
N: -8.140 7.738 25.976  -0.78
H: -6.798 3.161 27.087  -0.23
H: -7.733 4.487 27.843  0.61
H: -6.356 4.805 26.799  -0.47
H: -9.350 4.018 26.165  0.52
H: -8.296 3.324 25.066  -0.79
H: -8.972 5.312 24.066  -1.05
H: -7.290 5.338 24.249  -1.22
C: -7.905 1.246 22.414  -0.23
C: -6.816 1.352 21.427  -0.20
C: -6.982 2.527 20.479  -0.57
C: -7.616 3.726 21.020  0.22
N: -8.067 4.669 21.513  -0.27
H: -7.818 0.356 23.033  0.28
H: -8.943 1.041 22.061  0.46
H: -7.949 2.057 23.117  -0.50
H: -6.925 0.290 20.870  0.25
H: -5.798 1.484 21.815  0.16
H: -7.575 2.247 19.610  0.36
H: -5.984 2.973 20.138  0.21

Force components x, y, z for each atom (eV/Å):
-0.7 -0.8 -5.0
-0.4 2.5 -0.4
1.3 -7.1 -5.0
-0.6 3.7 7.2
-1.0 1.9 0.0
0.6 0.9 -2.7
0.4 0.1 0.1
0.7 -0.3 3.0
-0.2 0.0 0.5
0.3 -0.4 0.8
0.1 -0.4 -0.1
-0.4 0.0 1.5
0.5 -0.6 1.6
0.6 -0.4 0.0
-3.3 7.2 6.9
1.2 -6.4 -3.9
0.8 -2.8 -3.4
-1.0 3.1 1.7
-0.5 0.1 0.0
0.0 0.1 0.1
-0.3 0.3 -1.3
0.7 1.0 0.2
0.3 -0.7 0.2
1.1 -0.8 -2.0
0.8 -1.8 -0.1
0.2 1.9 0.9
-1.3 -4.6 -7.3
0.7 4.9 5.6
0.1 -0.6 -0.3
0.2 -0.7 -0.1
0.2 1.0 0.4
-0.7 -0.4 0.5
-0.5 0.1 -1.1
0.1 -0.9 0.1
0.0 1.9 0.9
0.2 -0.8 0.1
1.5 -0.8 0.3
-2.5 0.4 3.7
4.9 4.5 3.0
-5.1 -5.9 -5.0
1.0 2.0 -3.5
-0.9 -1.2 4.5
1.0 -0.7 -2.1
-0.5 0.4 -0.4
-0.2 1.4 0.6
0.5 -0.4 0.5
0.3 0.4 0.3
0.1 -0.1 -1.8
0.5 -0.9 0.5
2.4 -1.0 1.2
-3.2 -2.1 6.1
3.8 2.9 -6.6
-2.8 1.0 -1.6
0.1 0.1 2.4
-0.2 0.9 0.3
-0.6 -0.1 0.6
-0.2 -0.1 -0.9
1.0 0.8 -0.2
-0.7 -2.6 -1.2
-0.2 1.2 -0.6
0.2 -0.7 -3.1
0.6 -0.5 0.4
0.1 1.1 -0.4
0.8 -0.8 -0.6
0.4 0.7 -1.9
-0.2 -0.5 1.1
-0.1 -0.1 0.2
-0.4 0.2 0.4
-2.4 0.1 0.6
1.2 -0.5 0.6
0.8 0.5 1.4
-0.8 0.4 1.5
0.9 0.9 -0.3
0.9 0.4 -1.5
0.4 0.1 -2.7
-1.8 1.7 0.2
1.5 -1.0 0.4
-0.4 -0.9 -0.3
-1.1 -0.1 -0.1
-0.7 -0.4 0.9
1.5 -1.0 0.2
-0.2 0.8 1.9
0.1 0.5 0.3
-1.3 -1.1 1.2
0.1 -3.1 2.2
0.4 0.0 -0.8
-1.3 -1.9 -1.9
-0.1 1.2 0.5
0.0 0.0 -0.1
-1.4 1.2 -1.4
0.1 0.5 0.1
0.9 1.0 -0.9
-0.5 -1.4 -0.4
1.4 0.9 2.1
0.1 0.4 0.7
0.4 1.3 -0.1
1.6 -0.1 0.1
-0.2 -0.6 -2.2
0.7 0.4 0.9
-0.7 3.1 0.9
0.1 -3.2 -1.1
-0.7 0.4 0.0
-0.1 -0.1 0.4
-1.3 -0.5 -0.4
0.2 0.6 0.4
0.7 0.1 0.9
-0.6 0.3 0.0
0.1 -0.4 0.2
-1.7 -1.0 1.7
0.1 -2.2 -1.8
1.0 1.2 -1.5
-0.5 0.5 1.1
0.3 -0.7 -0.5
0.6 -0.2 0.2
0.7 0.8 -0.6
-0.1 0.7 0.2
1.0 2.6 0.6
-0.4 -0.6 0.5
0.2 0.0 -0.2
-1.1 -1.1 0.1

Summary:
Structure (SMILES)   COC(=O)OC.COC(=O)OC.COC(=O)OC.COC(=O)OC.COC(=O)OC.CCCC#N.CCCC#N.CCCC#N.CCCC#N.CCCC#N
Highest occupied orbital energy   -9.84 eV
Relative energy (zero: lowest compared OMol25 entry of this formula, charge and spin)   1057.3 kJ/mol
Net charge   0
Molecular weight   795.92 g mol⁻¹